Record 1
The following is a DFT calculation (wB97M-V/def2-TZVPD) of an isolated molecule of C7H14.

CARTESIAN COORDINATES (ANGSTROEM)
C 1.249 0.797 0.747
C 0.326 -0.435 -2.084
C -1.165 0.500 1.375
C -0.495 -0.095 -0.842
C -0.306 0.924 -1.949
C 0.311 -1.509 1.019
C 0.004 -0.065 0.571
H 2.085 0.438 0.133
H -0.554 -2.171 0.869
H 0.291 1.802 -1.684
H 1.423 -0.615 -2.125
H -0.491 -1.157 -2.084
H -1.141 1.172 -2.602
H -1.401 1.514 1.031
H -2.066 -0.114 1.238
H -1.479 -0.664 -0.870
H 1.048 1.839 0.477
H 1.565 0.775 1.795
H 0.565 -1.534 2.086
H -0.927 0.532 2.439
H 1.157 -1.933 0.461

As for the energy above the lowest of the compared OMol25 structures with the same formula, charge and spin: 53.2 kcal/mol. As for the SMILES: CC(C)(C)C1CC1. Its frontier orbital gap is 0.3694 Eh. Its multiplicity is 1. For the LUMO energy, the calculation gives 0.93 eV.

***

Record 2
The following is a DFT calculation (wB97M-V/def2-TZVPD) of C2HNS2 as an isolated structure.

CARTESIAN COORDINATES (ANGSTROEM)
S 2.383 -0.974 -0.334
S -0.835 -1.131 -0.515
N -2.086 1.168 0.468
C -1.609 0.190 0.088
C 1.217 -0.057 -0.070
H 0.930 0.803 0.363

As for the energy above the lowest of the compared OMol25 structures with the same formula, charge and spin: 31.3 kcal/mol. Its frontier orbital gap is 0.2901 Eh. Its multiplicity is 1. For the LUMO energy, the calculation gives -1.56 eV.

***

Record 3
The following is a DFT calculation (wB97M-V/def2-TZVPD) of a 13-piece molecular cluster, C31H26Cl49FN3O6PS overall.

CARTESIAN COORDINATES (ANGSTROEM)
Cl 0.134 -4.398 -4.911
Cl -12.445 4.800 -2.490
Cl -10.165 4.391 -4.242
Cl 6.822 -2.287 0.889
Cl -15.861 3.297 -5.030
Cl 13.219 -0.620 4.206
Cl 4.759 -0.712 2.209
Cl 16.499 -2.958 0.748
Cl -10.319 2.985 -1.706
Cl -0.801 -4.930 -2.218
Cl 11.415 -3.764 -2.144
Cl -9.515 5.050 4.208
Cl 18.010 -3.410 4.566
Cl -1.125 4.603 4.927
Cl 5.400 -3.455 -1.927
Cl 11.155 -3.300 -5.732
Cl -14.645 3.214 -7.665
Cl -15.488 5.751 -6.534
Cl 11.052 -0.878 2.293
Cl -13.192 4.362 -5.429
Cl 18.378 -6.222 5.182
Cl 15.785 -4.805 -1.374
Cl 8.610 -3.047 -2.343
Cl 11.289 1.525 3.902
Cl -0.617 7.461 4.907
Cl -7.165 1.098 -2.950
Cl 13.218 -4.861 -7.047
Cl 3.214 -1.975 -0.722
Cl 9.660 -4.144 0.133
Cl 3.583 -4.786 -0.099
Cl -9.129 7.511 2.718
Cl 20.168 -4.898 3.321
Cl -2.540 -3.592 -4.119
Cl 6.672 0.575 0.444
Cl -9.839 5.847 -1.755
Cl 7.531 -0.450 3.019
Cl 10.404 -1.464 -0.698
Cl 13.055 -1.999 -7.498
Cl -1.911 -6.405 -4.456
Cl 17.417 -5.423 2.563
Cl 10.494 -0.977 5.139
Cl 13.725 -3.244 -0.054
Cl 13.930 -3.014 -4.923
Cl -8.293 4.977 1.577
Cl -3.235 6.442 4.173
Cl 15.620 -1.942 -1.826
Cl -0.970 6.033 2.405
Cl 2.670 -3.992 -2.738
Cl -6.840 6.104 3.818
S -6.433 2.961 -2.387
P -0.107 2.499 1.106
F 0.379 0.558 -0.633
O -6.935 3.958 -3.398
O 3.243 0.870 0.833
O -2.156 -0.254 1.839
O -6.908 3.213 -0.972
O -1.095 -1.412 3.627
O -8.346 -0.747 -0.045
N -4.852 -2.991 1.501
N -0.363 2.818 2.682
N 1.468 0.327 2.552
C -7.866 1.228 1.597
C -3.874 0.822 -1.183
C -7.653 -0.268 1.129
C -7.087 1.766 2.837
C 2.540 0.432 1.785
C -1.486 6.134 4.103
C -6.316 -2.711 1.519
C 15.407 -3.237 -0.626
C -3.817 1.665 -2.591
C -2.595 -2.536 0.284
C 11.514 -0.237 3.885
C 18.493 -4.989 3.908
C -10.692 4.507 -2.548
C -1.818 0.058 0.432
C -0.998 -0.744 2.575
C -0.337 0.678 0.636
C -6.652 -1.175 1.937
C 12.839 -3.294 -6.300
C -14.796 4.156 -6.165
C -8.445 5.911 3.080
C -6.100 0.840 3.617
C 6.445 -0.720 1.639
C 3.717 -3.552 -1.371
C -1.280 -4.831 -3.926
C -2.597 1.256 -0.303
C 0.330 -0.267 1.760
C 10.022 -3.105 -1.263
C -4.163 -2.205 0.405
C -5.852 -0.647 3.204
C -1.699 -1.356 -0.329
C -4.580 3.084 -2.363
H -2.954 1.997 0.500
H -4.743 -3.991 1.216
H -1.984 -1.190 -1.443
H -4.276 3.452 -1.304
H 1.253 2.862 0.833
H -4.852 1.144 -0.674
H -7.181 2.860 3.199
H -4.392 1.047 -3.385
H -5.128 -1.345 3.770
H -1.836 1.730 -1.041
H -0.604 -1.745 -0.353
H -2.244 -2.858 1.342
H -0.653 1.939 3.139
H -6.772 -2.988 0.492
H 0.880 -1.053 1.118
H -3.915 -0.277 -1.490
H -5.503 1.239 4.509
H -4.737 -2.382 -0.574
H -4.257 -1.098 0.680
H -4.161 3.859 -3.118
H -1.005 3.402 0.400
H -6.811 -3.433 2.281
H -8.567 1.935 1.017
H -2.501 -3.476 -0.372
H -2.748 1.784 -2.990
H -8.593 0.097 -0.515

Its frontier orbital gap is 0.2575 Eh. Its multiplicity is 1. For the LUMO energy, the calculation gives -1.20 eV.

***

| no. | E_HOMO (hartree) |
| --- | --- |
| 1 | -0.3350 |
| 2 | -0.3473 |
| 3 | -0.3015 |